Record 1
Computed, not measured: C25H29NO6 in the gas phase at a distorted geometry, with wB97M-V/def2-TZVPD.

The multiplicity is 1. As for the energy: -1476.229177 a.u. As for the HOMO energy: -7.93 eV. As for the net charge: 0.

Each line ends with the Löwdin charge.
Atoms and positions in Å:
O (-4.725, -2.534, -0.007)  0.034
O (1.788, 6.066, -0.667)  -0.066
O (1.517, -2.178, 1.745)  0.067
O (0.653, 0.210, -0.726)  0.007
O (-1.513, 0.374, -1.597)  -0.066
O (-6.500, -1.066, 0.077)  0.032
N (2.387, -1.694, -0.291)  0.088
C (-4.268, -1.289, 0.342)  -0.185
C (-2.780, 0.452, 0.935)  -0.182
C (-0.414, 1.060, -1.093)  -0.314
C (7.168, -0.473, 0.390)  -0.095
C (-0.390, -0.111, 1.405)  0.038
C (-3.856, 1.326, 0.992)  -0.038
C (0.522, -0.426, 0.487)  -0.167
C (5.821, -1.943, -0.944)  -0.049
C (0.196, 2.866, 0.572)  -0.147
C (-0.899, -1.811, -2.545)  -0.049
C (-5.342, -0.401, 0.391)  -0.205
C (6.152, -0.400, 1.330)  -0.080
C (-5.159, 0.919, 0.721)  0.013
C (1.519, -1.512, 0.727)  -0.437
C (7.002, -1.246, -0.745)  -0.089
C (-2.984, -0.892, 0.615)  0.060
C (3.501, -2.612, -0.208)  -0.121
C (-1.310, -0.363, -2.792)  -0.218
C (1.485, 5.007, 0.208)  -0.285
C (-1.387, 0.984, 1.212)  -0.202
C (4.976, -1.100, 1.134)  -0.033
C (4.802, -1.879, -0.005)  -0.212
C (-0.905, 1.919, 0.081)  -0.185
C (0.453, 4.037, -0.374)  -0.180
C (-6.120, -2.402, -0.168)  -0.163
H (0.068, -1.863, -2.052)  0.057
H (0.030, 1.690, -1.886)  0.162
H (-0.563, 0.147, -3.418)  0.123
H (6.280, 0.201, 2.218)  0.102
H (8.088, 0.072, 0.544)  0.100
H (-0.484, 4.573, -0.551)  0.120
H (7.791, -1.306, -1.480)  0.101
H (-0.411, -0.682, 2.319)  0.137
H (2.432, 4.490, 0.378)  0.124
H (1.126, 5.395, 1.173)  0.120
H (-6.639, -3.069, 0.540)  0.139
H (2.374, -1.025, -1.046)  0.144
H (-0.099, 3.269, 1.544)  0.124
H (-5.988, 1.605, 0.766)  0.117
H (-1.442, 1.572, 2.137)  0.153
H (3.539, -3.218, -1.118)  0.123
H (-6.400, -2.682, -1.197)  0.138
H (-0.839, -2.337, -3.495)  0.077
H (-1.754, 2.500, -0.288)  0.152
H (0.823, 3.681, -1.336)  0.114
H (4.184, -1.053, 1.866)  0.115
H (0.978, 6.549, -0.864)  0.085
H (-1.639, -2.299, -1.916)  0.074
H (-3.684, 2.359, 1.258)  0.116
H (5.695, -2.546, -1.832)  0.107
H (3.295, -3.261, 0.650)  0.130
H (-2.166, -1.591, 0.576)  0.126
H (1.121, 2.305, 0.718)  0.128
H (-2.276, -0.337, -3.304)  0.123

Record 2
Computed, not measured: a molecular structure, C25H30As3BBr4Cl5F2O4Ta at a distorted geometry, with wB97M-V/def2-TZVPD.

The multiplicity is 1. As for the energy: -20857.566880 a.u. As for the HOMO energy: -7.65 eV. As for the net charge: 0.

Each line ends with the Löwdin charge.
Atoms and positions in Å:
Ta (0.090, -0.169, -0.934)  1.383
Br (-4.268, 3.115, 4.457)  0.708
Br (-3.496, 3.897, 1.334)  0.804
Br (-0.245, -0.918, 4.255)  0.794
Br (-2.617, 0.667, 5.946)  0.716
As (0.765, -2.624, -0.023)  1.140
As (6.930, -3.370, 0.758)  1.131
As (2.670, 0.126, 0.251)  1.159
Cl (2.461, -0.594, -3.294)  0.764
Cl (1.960, -0.386, -6.517)  0.701
Cl (-0.946, 0.239, -7.460)  0.703
Cl (-3.189, 0.825, -5.347)  0.717
Cl (-2.344, 0.533, -2.193)  0.928
F (-0.066, 2.187, -1.733)  0.094
F (1.057, 2.432, 0.194)  0.098
O (-1.321, 2.232, 0.258)  0.091
O (-2.061, -2.321, -0.820)  -0.031
O (-2.408, -0.561, 0.532)  -0.157
O (0.017, 0.090, 1.509)  -0.306
C (3.968, -2.694, -1.223)  -0.092
C (-1.183, 0.514, 3.484)  -0.630
C (-2.875, 2.211, 3.560)  -0.765
C (-1.620, 0.336, -4.848)  -0.682
C (0.932, -0.329, -4.008)  -0.697
C (4.939, -3.618, 0.914)  -0.376
C (7.209, -2.130, -0.757)  -0.351
C (-0.603, 0.108, -5.786)  -0.691
C (2.826, 1.044, 1.992)  -0.246
C (7.200, -2.064, 2.217)  -0.350
C (-0.284, -3.610, 1.319)  -0.239
C (3.855, -2.712, 0.302)  -0.683
C (-2.544, 2.551, 2.251)  -0.628
C (-3.676, -1.073, 0.957)  -0.003
C (-1.699, -1.269, -0.338)  -0.743
C (3.986, 1.264, -0.714)  -0.273
C (3.961, -1.305, 0.877)  -0.304
C (-2.176, 1.182, 4.181)  -0.757
C (-1.533, 1.900, 1.568)  -0.248
C (-1.309, 0.181, -3.510)  -0.651
C (-0.056, -0.182, -3.056)  -0.389
C (2.510, -3.318, 0.731)  -0.301
C (-0.836, 0.811, 2.156)  -0.435
C (0.533, -3.937, -1.481)  -0.254
C (0.695, -0.199, -5.367)  -0.692
B (-0.120, 1.966, -0.351)  -1.159
H (2.402, -3.214, 1.820)  0.085
H (4.580, -1.857, -1.551)  0.054
H (-3.604, -2.149, 1.107)  0.094
H (4.418, -3.616, -1.587)  0.095
H (3.811, -1.368, 1.961)  0.084
H (4.310, 0.799, -1.643)  -0.010
H (-4.437, -0.852, 0.209)  0.101
H (1.120, -3.687, -2.363)  0.019
H (2.504, -4.394, 0.503)  0.085
H (0.816, -4.934, -1.129)  0.038
H (0.224, -4.552, 1.555)  0.042
H (6.840, -2.489, 3.153)  0.015
H (2.355, 2.021, 1.967)  0.033
H (-3.918, -0.576, 1.891)  0.098
H (-0.381, -3.020, 2.228)  -0.016
H (4.772, -3.681, 1.994)  0.069
H (4.858, 1.453, -0.083)  0.032
H (-0.519, -3.946, -1.759)  0.021
H (3.883, 1.160, 2.253)  0.041
H (8.266, -1.873, 2.330)  0.013
H (2.976, -2.591, -1.663)  -0.006
H (6.641, -1.208, -0.675)  0.000
H (3.516, 2.219, -0.949)  0.030
H (6.970, -2.620, -1.698)  0.012
H (2.332, 0.440, 2.750)  0.014
H (6.696, -1.116, 2.046)  0.004
H (4.770, -4.627, 0.523)  0.057
H (4.962, -0.908, 0.690)  0.047
H (-1.272, -3.827, 0.919)  0.030
H (8.269, -1.879, -0.778)  0.016

Record 3
Computed, not measured: a molecular structure, C25H30AsBF6N5O3PdS, with wB97M-V/def2-TZVPD.

The multiplicity is 4. As for the energy: -4856.159045 a.u. As for the HOMO energy (alpha / beta): -8.41 / -8.41 eV. As for the net charge: 0.

Each line ends with the Löwdin charge.
Atoms and positions in Å:
Pd (-0.088, 1.466, -1.728)  1.150
As (0.632, 0.494, -4.988)  0.717
S (3.144, 2.443, -1.189)  0.975
F (-0.986, 0.184, -4.450)  -0.255
F (0.502, 2.107, -4.311)  -0.285
F (1.184, -0.029, -3.366)  -0.321
F (2.287, 0.811, -5.396)  -0.246
F (0.092, 1.055, -6.514)  -0.227
F (0.792, -1.124, -5.545)  -0.235
O (1.127, 0.626, 0.629)  -0.047
O (-0.315, 2.301, 0.336)  -0.027
O (1.819, 2.558, -1.904)  -0.627
N (-1.838, 2.503, -2.276)  -0.063
N (-2.578, -0.237, -1.318)  -0.071
N (-1.245, -0.220, -1.148)  -0.059
N (0.546, -0.929, 2.499)  0.195
N (-3.007, 2.292, -1.654)  -0.065
C (-3.052, 4.361, -2.450)  -0.058
C (4.306, 3.233, -2.337)  -0.311
C (-1.541, 2.113, 4.304)  -0.008
C (-1.902, -2.498, 2.555)  -0.014
C (-1.878, -2.334, -1.477)  -0.058
C (-3.755, 3.396, -1.747)  -0.094
C (3.764, 0.771, -1.593)  -0.301
C (0.244, 1.434, 1.030)  -0.591
C (-0.267, 1.286, 2.444)  -0.010
C (4.633, 2.181, -3.386)  -0.227
C (-0.706, -0.139, 4.413)  0.022
C (1.955, -4.128, 3.596)  -0.065
C (-0.566, -3.043, 2.985)  -0.156
C (-0.127, 0.036, 3.125)  -0.157
C (-1.673, -5.240, 3.536)  -0.040
C (1.862, -2.818, 3.174)  -0.007
C (-2.982, -1.496, -1.509)  -0.081
C (0.802, -4.888, 3.730)  -0.031
C (-0.988, 2.293, 3.038)  0.020
C (-0.451, -4.371, 3.422)  -0.217
C (4.919, 0.916, -2.583)  -0.222
C (-1.392, 0.895, 4.987)  -0.042
C (0.605, -2.283, 2.907)  -0.186
C (-0.804, -1.475, -1.269)  -0.151
C (-1.837, 3.750, -2.746)  -0.133
B (-3.508, 0.963, -0.981)  -0.406
H (4.993, 0.031, -3.215)  0.120
H (-2.523, -2.221, 3.411)  0.094
H (-0.977, 4.115, -3.282)  0.107
H (-4.750, 3.405, -1.335)  0.121
H (0.254, -1.678, -1.237)  0.106
H (5.866, 1.025, -2.046)  0.109
H (-4.029, -1.707, -1.642)  0.120
H (-1.136, 3.213, 2.490)  0.133
H (2.739, -2.194, 3.069)  0.121
H (-0.569, -1.083, 4.921)  0.128
H (-1.428, -6.189, 4.009)  0.079
H (-3.378, 5.350, -2.717)  0.089
H (-2.101, 2.917, 4.762)  0.117
H (0.984, -0.552, 1.605)  0.117
H (4.009, 0.244, -0.674)  0.085
H (-2.451, -3.251, 1.992)  0.084
H (2.899, 0.303, -2.066)  0.067
H (-2.096, -5.455, 2.552)  0.090
H (0.875, -5.915, 4.066)  0.114
H (3.775, 2.028, -4.038)  0.097
H (-2.455, -4.757, 4.123)  0.087
H (-4.592, 0.685, -1.429)  0.068
H (-3.543, 1.132, 0.221)  0.060
H (-1.823, 0.778, 5.971)  0.115
H (5.186, 3.533, -1.762)  0.092
H (5.482, 2.484, -3.998)  0.118
H (-1.805, -1.624, 1.912)  0.079
H (-1.855, -3.399, -1.625)  0.092
H (3.794, 4.120, -2.706)  0.096
H (2.921, -4.558, 3.825)  0.109